a.
A cluster of 2 separate species, C4H14N2OS in total. Source: OMol25; level of theory: wB97M-V/def2-TZVPD.

Positions of all 22 atoms, in Å:
N: -1.23626 0.97613 1.42531
C: -0.73756 -0.09990 0.43625
C: -1.51154 -0.04509 -0.83450
S: -3.16010 -0.83368 -0.93482
C: 0.87150 0.25345 0.24754
N: 1.30711 -0.87319 -0.63908
C: 1.74046 -0.42867 -2.00609
H: -2.22623 1.06974 1.36140
H: -0.81436 1.93650 1.46589
H: -0.76148 -1.10598 1.01990
H: -1.62088 1.02727 -1.04387
H: -1.05322 -0.39681 -1.80678
H: -2.80083 -1.91572 -1.73581
H: 1.41234 0.39226 1.18702
H: 0.94672 1.24907 -0.40017
H: 2.27138 -1.20108 -0.16162
H: 2.03187 -1.19820 -2.66855
H: 2.70852 0.16495 -2.12078
H: 0.95159 0.18944 -2.57758
H: -0.09449 0.34200 2.90171
H: 1.25526 0.07055 3.16978
O: 0.52021 0.42698 3.71485

Results
E_HOMO (eV): -9.31
SMILES: CNC[C@@H](N)CS.O
Gap between HOMO and LUMO (eV): 10.019

These are the natural (NBO) partial charges, in e, on atoms 1 to 8:
1 N -0.903
2 C -0.060
3 C -0.564
4 S -0.051
5 C -0.223
6 N -0.639
7 C -0.435
8 H 0.369



b.
A cluster of 3 separate species, C4H14N2OS in total. Source: OMol25; level of theory: wB97M-V/def2-TZVPD.

Positions of all 22 atoms, in Å:
C: 2.66092 -1.76445 1.71215
C: 1.13228 -1.63076 1.64185
S: 0.64010 -0.53428 0.24275
N: 3.38178 -0.50728 1.93107
H: 3.00774 -2.26721 0.79274
H: 2.86790 -2.41677 2.56095
H: 0.75442 -1.20338 2.59127
H: 0.64749 -2.59573 1.49180
H: 3.33161 -0.20050 2.93489
H: 2.87788 0.22213 1.39934
C: -2.09455 1.43794 -2.22268
O: -2.56242 0.41737 -3.11515
C: -2.05871 1.04235 -0.74417
N: -1.44561 2.06284 0.09564
H: -2.66850 2.33267 -2.44582
H: -1.06710 1.73472 -2.60193
H: -1.87150 -0.22295 -3.23759
H: -3.05912 0.83134 -0.39240
H: -1.46532 0.09954 -0.72212
H: -1.08446 1.58932 0.94571
H: -2.04195 2.88445 0.28941
H: -1.36424 -0.97764 0.92114

Results
E_HOMO (eV): -9.08
Gap between HOMO and LUMO (eV): 7.138

These are the natural (NBO) partial charges, in e, on atoms 1 to 8:
1 C -0.240
2 C -0.537
3 S -0.017
4 N -0.827
5 H 0.190
6 H 0.202
7 H 0.204
8 H 0.215



c.
A cluster of 2 separate species, C4H14N2OS in total. Source: OMol25; level of theory: wB97M-V/def2-TZVPD.

Positions of all 22 atoms, in Å:
N: 0.85524 -1.43407 -1.72526
C: -0.01868 -0.48998 -1.07295
C: 0.68371 0.84218 -0.94348
C: -0.06368 1.97417 -0.24167
S: -0.22123 3.48053 -1.25096
C: -0.50947 -0.99326 0.32605
N: -1.00270 -2.36973 0.27931
H: 1.70468 -1.54500 -1.20504
H: 0.39137 -2.24231 -2.09647
H: -0.96593 -0.35633 -1.61486
H: 1.06180 1.15277 -1.91088
H: 1.67210 0.69835 -0.47848
H: 0.51639 2.35047 0.58842
H: -1.06904 1.72136 0.07675
H: -0.88038 2.91415 -2.27124
H: -1.29924 -0.28493 0.60708
H: 0.29084 -0.87331 1.04516
H: -2.01883 -2.37685 0.20605
H: -0.62439 -2.89465 1.04551
H: 0.51906 0.97120 3.27484
H: 0.83241 -0.33742 3.94458
O: 0.14599 0.09267 3.41754

Results
E_HOMO (eV): -8.53
SMILES: NC[C@H](N)CCS.O
Gap between HOMO and LUMO (eV): 9.035

These are the natural (NBO) partial charges, in e, on atoms 1 to 8:
1 N -0.855
2 C -0.047
3 C -0.436
4 C -0.510
5 S -0.047
6 C -0.233
7 N -0.860
8 H 0.359



Which structure wins on stability? c wins.



a.
A cluster of 2 separate species, C6H12N2 in total. Source: OMol25; level of theory: wB97M-V/def2-TZVPD.

Positions of all 20 atoms, in Å:
C: 0.58365 -1.38861 -1.61257
C: -1.57384 -1.25556 -0.31557
C: -0.58887 -0.66893 -1.17902
C: -2.08883 0.83955 -0.96973
N: -2.58420 -0.24194 -0.24404
N: -0.82387 0.60853 -1.43886
H: -1.51680 -2.20004 0.25796
H: -3.36601 -0.25198 0.35495
H: 0.56102 -2.47640 -1.38556
H: 1.50663 -0.99494 -1.50343
H: -2.81409 1.57343 -1.23087
H: 0.44853 -1.31960 -2.69382
C: 1.34109 0.74153 2.22861
C: 1.71232 1.29043 0.84464
H: 2.05058 0.94815 3.05005
H: 0.28057 0.99610 2.33842
H: 1.42166 -0.35453 2.16059
H: 2.43857 0.68674 0.41980
H: 2.05404 2.33192 0.80789
H: 0.95784 1.13615 0.11056

Results
⟨S²⟩: 0.763
E_HOMO (spin up / spin down) (eV): -14.70 / -14.71
Net charge: +1
Gap between HOMO and LUMO (spin up / spin down) (eV): 10.248 / 6.764
2S+1: 2

These are the natural (NBO) partial charges, in e, on atoms 1 to 8:
1 C -0.685
2 C 0.155
3 C 0.292
4 C 0.383
5 N -0.531
6 N -0.413
7 H 0.273
8 H 0.456



b.
The ion C6H12N2 with charge +1. Source: OMol25; level of theory: wB97M-V/def2-TZVPD.

Positions of all 20 atoms, in Å:
C: 0.11194 1.99428 -1.19081
C: -0.66939 0.79753 -0.62053
C: -0.30618 0.51240 0.92230
C: 0.56397 -0.66161 0.93327
C: 1.94434 -0.53637 0.68044
C: 0.23770 -2.97659 0.66153
N: 0.01707 -1.83848 1.16647
N: -2.06833 0.77194 -0.92505
H: 1.16397 1.71548 -1.13715
H: -0.06538 2.04123 -2.25782
H: -0.08312 2.89282 -0.61745
H: -0.24290 -0.00643 -1.22340
H: 0.23834 1.37153 1.29626
H: -1.25170 0.29677 1.39286
H: 2.49854 -1.47365 0.66708
H: 2.49360 0.38684 0.64606
H: -0.02478 -3.87568 1.22099
H: 0.56709 -3.16442 -0.36364
H: -2.53276 1.66821 -0.84975
H: -2.59204 0.08418 -0.40166

Results
⟨S²⟩: 0.764
E_HOMO (spin up / spin down) (eV): -12.97 / -12.89
Net charge: +1
Gap between HOMO and LUMO (spin up / spin down) (eV): 7.755 / 5.309
2S+1: 2

These are the natural (NBO) partial charges, in e, on atoms 1 to 8:
1 C -0.609
2 C 0.001
3 C -0.496
4 C 0.293
5 C -0.134
6 C 0.106
7 N -0.307
8 N -0.814



c.
A cluster of 2 separate species, C6H12N2 in total. Source: OMol25; level of theory: wB97M-V/def2-TZVPD.

Positions of all 20 atoms, in Å:
C: 1.67961 1.09903 2.64868
C: 2.43875 -0.17522 2.30450
H: 0.69503 1.12862 2.16615
H: 1.50903 1.20945 3.72159
H: 2.22627 2.00240 2.37945
H: 2.66097 -0.22473 1.24198
H: 1.92058 -1.05568 2.67307
H: 3.40355 -0.18193 2.81086
C: -0.61875 -1.85148 -2.50093
C: -1.28626 0.74173 -0.22241
C: -1.09870 -0.67523 -1.79302
C: -2.13898 0.23637 -2.16415
N: -0.61126 -0.31120 -0.58871
N: -2.22083 1.12344 -1.19174
H: -1.23989 1.17194 0.77211
H: -2.85414 1.91097 -1.17359
H: -2.77206 0.37453 -3.03394
H: -1.36251 -2.64670 -2.36404
H: 0.32487 -2.22526 -2.10938
H: -0.65530 -1.65107 -3.57646

Results
⟨S²⟩: 0.761
E_HOMO (spin up / spin down) (eV): -14.30 / -14.30
Net charge: +1
Gap between HOMO and LUMO (spin up / spin down) (eV): 10.410 / 6.453
2S+1: 2

These are the natural (NBO) partial charges, in e, on atoms 1 to 8:
1 C -0.595
2 C -0.610
3 H 0.160
4 H 0.215
5 H 0.210
6 H 0.200
7 H 0.207
8 H 0.216



Which structure wins on stability? c wins.



a.
The ion C2H5BrN3 with charge +1. Source: OMol25; level of theory: wB97M-V/def2-TZVPD.

Positions of all 11 atoms, in Å:
C: 0.27967 -2.14282 0.06818
C: 0.09579 1.32560 0.02260
N: -0.16089 -0.97221 -0.13146
N: 0.59916 0.10384 -0.12843
N: -1.21163 1.53086 -0.05627
Br: 2.57527 0.21235 -0.06752
H: 1.23442 -2.54192 0.08625
H: -0.35755 -3.02645 0.05580
H: 0.63793 2.25243 0.23168
H: -1.95180 0.95807 -0.40632
H: -1.74036 2.30024 0.32550

Results
E_HOMO (eV): -14.56
Net charge: +1
SMILES: C=NN(Br)C=[NH2+]
Gap between HOMO and LUMO (eV): 9.298

These are the natural (NBO) partial charges, in e, on atoms 1 to 8:
1 C -0.015
2 C 0.381
3 N -0.226
4 N -0.237
5 N -0.711
6 Br 0.239
7 H 0.202
8 H 0.223



b.
The ion C2H5BrN3 with charge +1. Source: OMol25; level of theory: wB97M-V/def2-TZVPD.

Positions of all 11 atoms, in Å:
C: -0.38688 0.76036 0.67543
C: 1.47969 0.29341 -0.79379
N: 0.18155 1.88132 0.30707
N: 1.12529 1.88050 -0.47945
N: 0.34752 -0.40314 -0.16174
Br: 3.12794 -0.06640 0.15243
H: -0.50565 0.52196 1.71431
H: -1.41013 0.92170 0.36947
H: 1.34050 0.21429 -1.88914
H: 0.85418 -0.95759 0.51654
H: -0.20134 -0.97851 -0.71397

Results
E_HOMO (eV): -14.93
Net charge: +1
SMILES: Br[C@@H]1N=NC[NH2+]1
Gap between HOMO and LUMO (eV): 10.415

These are the natural (NBO) partial charges, in e, on atoms 1 to 8:
1 C -0.117
2 C -0.108
3 N -0.085
4 N -0.002
5 N -0.574
6 Br 0.172
7 H 0.272
8 H 0.272



Which structure wins on stability? a wins.